ORCA calculation (wB97M-V/def2-TZVPD) on C19H29N3O3S in the gas phase in a non-equilibrium geometry.

Computed properties:
* gap between HOMO and LUMO: 9.28 eV
* HOMO: -8.7 eV
* multiplicity: 1
* LUMO level: 0.0218 hartree
* relative energy (zero: lowest compared OMol25 entry of this formula, charge and spin): 28.6 kJ/mol

The geometry in XYZ format:
```
55
Properties=species:S:1:pos:R:3:forces:R:3:lowdin_charge:R:1
C 7.751257 1.560979 -0.239298 -0.26 -0.20 0.12 -0.066
H 7.770290 2.031250 -1.220829 0.04 0.08 -0.12 0.080
H 7.650333 2.338602 0.513646 0.06 0.14 0.07 0.079
C 6.594418 0.572865 -0.143527 0.11 0.19 -0.36 -0.368
C 6.717995 -0.543274 -1.183209 -0.12 -0.13 0.35 -0.170
C 5.539758 -1.506141 -1.058631 0.00 0.10 -0.18 -0.174
C 4.223979 -0.740208 -1.196977 0.01 -0.62 -0.17 -0.196
N 4.131798 0.372179 -0.275217 -0.45 -0.06 0.94 -0.233
S 3.654494 -0.066869 1.274559 -0.50 0.12 -0.38 0.682
O 3.815997 1.088238 2.109285 -0.01 0.22 -0.12 -0.282
O 4.247891 -1.301807 1.713007 -0.18 -0.09 -0.18 -0.285
C 1.913823 -0.339105 0.980667 0.62 -0.10 0.12 -0.288
C 1.372337 -1.608292 1.048482 0.16 0.09 0.06 -0.046
C 0.026107 -1.800289 0.796501 -0.14 -0.08 0.00 0.012
C -0.779243 -0.706429 0.478658 0.40 -0.23 0.08 -0.206
C -0.218411 0.573192 0.419275 0.10 -0.06 0.04 -0.005
C 1.126629 0.753791 0.667926 -0.16 0.08 0.00 -0.052
H 1.582866 1.729704 0.634368 -0.04 0.19 -0.05 0.118
H -0.846930 1.418196 0.177529 -0.05 0.10 -0.02 0.114
N -2.137086 -0.831146 0.215677 -0.05 0.44 -0.09 0.126
C -2.920440 -1.942621 0.196522 -0.28 0.22 -0.08 -0.450
O -2.554944 -3.077015 0.399887 0.05 -0.30 0.02 0.074
C -4.367023 -1.596686 -0.159906 -0.09 -0.14 0.09 -0.121
N -4.676678 -0.217549 0.170444 0.10 -0.02 0.04 -0.065
H -4.791899 -0.124887 1.176849 0.01 0.00 -0.05 0.134
C -5.846326 0.331867 -0.496094 -0.04 0.07 -0.06 -0.341
C -5.984123 1.834327 -0.170379 -0.08 -0.01 0.06 -0.144
C -7.253654 1.961894 0.671416 -0.07 0.06 -0.17 -0.197
C -8.152151 0.864031 0.110681 0.01 -0.04 0.15 -0.198
H -8.555562 1.173035 -0.854733 -0.07 0.03 -0.04 0.113
H -8.983678 0.619434 0.769929 -0.09 0.01 -0.06 0.107
C -7.190331 -0.307180 -0.073170 -0.04 0.06 -0.19 -0.149
H -7.057060 -0.822304 0.881377 0.03 -0.06 0.03 0.114
H -7.550010 -1.033284 -0.800416 -0.01 -0.11 0.04 0.110
H -7.035315 1.760690 1.721684 -0.02 0.02 0.08 0.111
H -7.701129 2.951530 0.598793 -0.01 0.05 0.10 0.106
H -6.093127 2.403872 -1.092835 0.02 0.06 -0.02 0.111
H -5.099804 2.199943 0.349487 0.07 0.04 -0.08 0.106
H -5.679774 0.192152 -1.569301 -0.02 0.01 0.08 0.141
H -5.022183 -2.342035 0.312034 0.16 0.04 -0.07 0.129
H -4.461820 -1.720447 -1.244486 -0.01 -0.01 0.06 0.137
H -2.657027 0.025242 0.034333 0.03 -0.21 0.07 0.127
H -0.410782 -2.783887 0.844318 0.01 -0.01 0.00 0.103
H 2.016206 -2.434150 1.307410 0.02 -0.15 0.01 0.116
C 5.253599 1.285402 -0.343405 0.45 0.24 0.46 -0.181
H 5.093007 2.029797 0.437069 0.14 0.15 -0.17 0.116
H 5.226594 1.778285 -1.321822 -0.02 -0.02 0.02 0.137
H 3.372475 -1.394101 -0.997638 -0.01 -0.05 -0.24 0.114
H 4.124301 -0.335900 -2.210946 -0.07 -0.03 0.06 0.131
H 5.559440 -1.981952 -0.077560 0.03 -0.08 -0.10 0.100
H 5.592892 -2.280802 -1.825751 -0.03 -0.04 0.01 0.114
H 7.656388 -1.082933 -1.041227 0.06 0.03 -0.07 0.117
H 6.730290 -0.102852 -2.184731 0.07 0.06 -0.08 0.120
H 6.581923 0.122171 0.854794 0.03 0.00 -0.01 0.143
H 8.699429 1.051495 -0.084537 0.12 0.00 0.00 0.078
```
Forces are in eV/Å.